Density functional theory data (wB97M-V/def2-TZVPD) for a cluster of 12 separate species, C21H63BrN25O11 in total in a non-equilibrium geometry.

- gap between HOMO and LUMO (eV) = 6.9
- largest force on an atom (eV/A) = 4.86
- LUMO energy (eV) = -3.81
- E_HOMO (eV) = -10.6828

```
! wB97M-V def2-TZVPD RIJCOSX def2/J DEFGRID3
* xyz 1 1
C 0.6229 -5.7015 -2.1560
C 1.2161 -5.2795 -3.4547
C 0.7759 -3.9873 -4.3614
C 1.0414 -2.5248 -3.6728
N 1.4477 -2.5593 -2.2168
C 1.6716 -1.1323 -1.7368
N 2.7264 -0.9043 -0.8472
N 0.8266 0.0702 -2.0936
C 0.2324 -0.0150 -3.4821
C -0.3180 -1.5619 -3.7881
C -1.4918 -1.9653 -2.7094
C -2.4589 -3.2001 -3.1927
C -3.6694 -3.3426 -2.0819
Br -4.4997 -5.1638 -2.0850
H 1.3280 -5.5980 -1.1988
H -0.4595 -6.1097 -1.9801
H 2.0743 -5.9850 -3.8916
H -0.3420 -4.1489 -4.7425
H 1.4421 -4.0139 -5.3518
H 1.9157 -1.9750 -4.2690
H 2.3024 -3.1340 -2.0421
H 2.8382 0.0347 -0.3672
H 3.4159 -1.6572 -0.5767
H 0.0524 0.2204 -1.3914
H -0.6562 0.7330 -3.6406
H 1.0623 0.1792 -4.3144
H -0.7149 -1.6883 -4.8954
H -1.1059 -2.2265 -1.6354
H -2.1997 -1.0164 -2.5797
H -1.9219 -4.2396 -3.2388
H -2.8729 -2.9766 -4.2766
H -3.2691 -3.1222 -0.9987
H -4.5038 -2.5552 -2.3339
C -0.8621 0.9072 1.5544
O -1.7080 0.9729 0.6764
N -0.8999 1.6732 2.6596
N 0.1836 0.0630 1.4950
H -0.2126 1.6335 3.3932
H -1.6709 2.3227 2.7436
H 0.2496 -0.5317 0.6793
H 0.8902 -0.0056 2.2079
C -8.2247 -4.7990 -0.3000
O -8.0378 -3.7114 -0.8224
N -9.2093 -5.0189 0.5898
N -7.4626 -5.8748 -0.5673
H -9.3788 -5.9071 1.0306
H -9.8062 -4.2350 0.8192
H -6.7099 -5.7523 -1.2321
H -7.6008 -6.7784 -0.1473
C 0.6487 -9.5831 -1.5414
O -0.4021 -9.1221 -1.9584
N 1.8279 -8.9520 -1.6857
N 0.7215 -10.7636 -0.9005
H 2.7034 -9.3156 -1.3492
H 1.8175 -8.0600 -2.1628
H -0.1439 -11.2713 -0.7708
H 1.5772 -11.1596 -0.5499
C -3.8339 3.0313 4.7125
O -2.7189 3.2655 4.2739
N -4.7835 2.4091 3.9908
N -4.2129 3.3745 5.9568
H -5.7072 2.2076 4.3346
H -4.5393 2.1337 3.0485
H -3.5277 3.8450 6.5335
H -5.1263 3.1902 6.3358
C 2.5117 2.5801 4.1787
O 1.6098 1.7928 3.9396
N 2.5938 3.2630 5.3348
N 3.5043 2.8354 3.3073
H 3.3287 3.9155 5.5497
H 1.8661 3.1002 6.0184
H 3.4803 2.3420 2.4244
H 4.2556 3.4801 3.4860
C 4.2965 -1.1452 5.3068
O 4.7752 -0.4140 6.1594
N 4.9962 -2.1325 4.7191
N 3.0266 -1.0289 4.8785
H 4.6194 -2.7446 4.0153
H 5.9566 -2.2542 5.0128
H 2.4651 -0.2979 5.2955
H 2.6146 -1.6213 4.1776
C 3.9712 6.3277 1.5144
O 4.3900 6.6274 2.6214
N 4.2707 7.0321 0.4082
N 3.1727 5.2662 1.3019
H 3.9354 6.8009 -0.5117
H 4.8693 7.8392 0.5242
H 2.9231 4.7088 2.1084
H 2.8178 5.0033 0.3980
C 6.0965 -3.3391 -2.5168
O 6.5752 -2.6079 -1.6642
N 6.7962 -4.3264 -3.1045
N 4.8266 -3.2228 -2.9451
H 6.4194 -4.9385 -3.8083
H 7.7566 -4.4481 -2.8108
H 4.2651 -2.4918 -2.5281
H 4.4146 -3.8152 -3.6460
C -6.9462 5.7771 6.9012
O -7.5127 4.8768 6.3020
N -5.6062 5.8812 6.9600
N -7.6111 6.7458 7.5563
H -5.1217 6.6152 7.4483
H -5.0678 5.1720 6.4800
H -8.6218 6.7046 7.5369
H -7.1624 7.4953 8.0552
C 5.3345 8.7500 -2.4734
O 5.4309 7.9744 -1.5355
N 4.1635 9.2951 -2.8492
N 6.3908 9.1289 -3.2152
H 4.0643 9.9355 -3.6186
H 3.3431 9.0360 -2.3169
H 7.2915 8.7416 -2.9657
H 6.3315 9.7665 -3.9912
C -2.3339 2.7156 -5.8019
O -1.2186 2.5233 -6.2601
N -2.5405 3.1119 -4.5331
N -3.4559 2.5485 -6.5249
H -3.4511 3.2753 -4.1379
H -1.7222 3.2493 -3.9545
H -3.3448 2.2508 -7.4854
H -4.3829 2.7019 -6.1654
*
```